C18H33ClMnNO12P3 | ωB97M-V/def2-TZVPD

CARTESIAN COORDINATES (ANGSTROEM)
Mn1 -0.612 0.200 -0.010
O1 -4.131 1.268 1.818
P1 -2.958 0.224 2.177
O2 -3.451 -0.823 3.077
O3 -2.329 -0.220 0.863
O4 -1.873 1.194 2.905
P2 -1.076 2.465 2.312
O5 -2.325 3.459 1.902
O6 -0.276 3.108 3.363
O7 -0.474 2.077 0.985
H1 -3.762 2.155 1.658
H2 -2.486 4.044 2.652
C1 -0.667 -5.098 0.995
C2 -1.436 -3.988 1.699
C3 -2.621 -3.511 0.870
C4 -1.907 -4.421 3.081
O8 -0.549 -2.875 1.969
P3 0.394 -2.097 0.955
O9 -0.166 -2.015 -0.437
O10 0.586 -0.710 1.527
O11 1.765 -2.922 0.931
C5 2.796 -2.822 1.948
C6 3.664 -4.053 1.716
C7 2.204 -2.844 3.351
C8 3.597 -1.548 1.707
H3 -1.316 -5.966 0.855
H4 0.199 -5.403 1.586
H5 -0.321 -4.763 0.015
H6 -3.316 -4.342 0.723
H7 -2.282 -3.148 -0.100
H8 -3.130 -2.703 1.396
H9 -2.622 -5.243 2.999
H10 -2.393 -3.576 3.569
H11 -1.061 -4.750 3.688
H12 3.079 -4.960 1.873
H13 4.512 -4.058 2.403
H14 4.040 -4.058 0.691
H15 1.612 -3.746 3.507
H16 1.570 -1.975 3.523
H17 3.018 -2.831 4.080
H18 4.005 -1.553 0.694
H19 4.426 -1.488 2.416
H20 2.954 -0.677 1.831
Cl1 0.138 1.234 -4.148
C9 -0.895 -0.111 -3.716
C10 -0.899 -1.199 -4.571
C11 -1.732 -2.272 -4.301
C12 -2.560 -2.237 -3.185
C13 -2.543 -1.146 -2.341
C14 -1.701 -0.044 -2.573
C15 -1.648 1.040 -1.596
H21 -0.253 -1.197 -5.438
H22 -1.730 -3.132 -4.960
H23 -3.208 -3.074 -2.961
H24 -3.157 -1.132 -1.447
H25 -2.591 1.262 -1.107
H26 -1.091 1.920 -1.891
C16 3.521 0.949 -2.212
N1 2.990 1.917 -1.264
C17 3.699 3.151 -1.001
C18 1.791 1.694 -0.730
O12 1.135 0.689 -1.014
H27 4.571 1.173 -2.392
H28 2.970 0.982 -3.151
H29 3.422 -0.055 -1.800
H30 4.757 2.941 -0.847
H31 3.305 3.607 -0.095
H32 3.600 3.858 -1.829
H33 1.417 2.423 -0.007

The calculation puts the HOMO energy (alpha / beta) at -5.7 / -5.6 eV. As for the LUMO energy (alpha / beta): 2.06 / 2.29 eV. The frontier orbital gap (alpha / beta) comes out at 7.78 / 7.86 eV. The calculation puts the largest force on an atom at 0.55 eV Å⁻¹. The charge is -1. Its energy relative to the best compared isomer or geometry (same formula, charge and spin) is 0.0000 eV. As for the spin multiplicity: 5.

---

C31H34O4SiY | ωB97M-V/def2-TZVPD

CARTESIAN COORDINATES (ANGSTROEM)
Y1 0.576 -0.254 -0.457
C1 -0.780 -1.579 -3.248
C2 0.542 -1.856 -2.939
C3 0.839 -2.672 -1.843
C4 -0.185 -3.241 -1.102
C5 -1.514 -3.009 -1.446
C6 -1.810 -2.168 -2.500
H1 -1.014 -0.941 -4.091
H2 1.344 -1.455 -3.543
H3 1.873 -2.915 -1.620
H4 0.050 -3.872 -0.256
H5 -2.310 -3.444 -0.855
H6 -2.843 -1.961 -2.750
C7 5.633 0.192 -5.247
O1 6.275 0.114 -3.971
C8 5.519 0.101 -2.873
C9 6.244 0.018 -1.659
C10 5.553 0.003 -0.493
C11 4.128 0.062 -0.450
C12 3.479 -0.169 0.791
C13 4.231 -0.217 2.085
O2 2.226 -0.396 0.872
C14 3.428 0.228 -1.687
O3 2.135 0.404 -1.700
C15 4.136 0.201 -2.892
H7 6.429 0.130 -5.979
H8 5.107 1.141 -5.350
H9 4.940 -0.639 -5.377
H10 7.323 -0.038 -1.691
H11 6.105 -0.081 0.432
H12 4.841 -1.122 2.131
H13 3.520 -0.237 2.905
H14 4.899 0.636 2.195
H15 3.578 0.344 -3.805
C16 -0.234 1.054 3.308
C17 -1.587 0.349 3.162
C18 -2.651 1.096 3.982
C19 -1.460 -1.073 3.741
Si1 -2.078 0.154 1.371
O4 -1.053 -0.880 0.606
C20 -1.737 1.751 0.391
C21 -1.191 1.683 -0.910
C22 -0.736 2.801 -1.604
C23 -0.811 4.048 -1.011
C24 -1.375 4.162 0.253
C25 -1.821 3.036 0.939
C26 -3.835 -0.367 1.219
C27 -4.868 0.553 1.021
C28 -6.196 0.141 0.971
C29 -6.504 -1.205 1.114
C30 -5.493 -2.140 1.301
C31 -4.169 -1.721 1.351
H16 0.084 1.039 4.357
H17 -0.262 2.100 2.998
H18 0.569 0.555 2.755
H19 -2.375 1.082 5.043
H20 -3.639 0.639 3.898
H21 -2.749 2.149 3.706
H22 -1.153 -1.000 4.791
H23 -0.718 -1.681 3.220
H24 -2.408 -1.617 3.726
H25 -1.276 0.760 -1.484
H26 -0.334 2.693 -2.605
H27 -0.455 4.925 -1.536
H28 -1.460 5.140 0.710
H29 -2.234 3.173 1.930
H30 -4.641 1.609 0.900
H31 -6.985 0.867 0.819
H32 -7.537 -1.528 1.075
H33 -5.736 -3.189 1.410
H34 -3.389 -2.463 1.495

The calculation puts the HOMO energy at -11.3 eV. As for the LUMO energy: -3.15 eV. The frontier orbital gap comes out at 8.18 eV. The calculation puts the largest force on an atom at 1.21 eV Å⁻¹. The charge is +1. As for the spin multiplicity: 1.